Entry 1:
15 unconnected molecules or ions with the total composition C100H220N10O15, computed with ωB97M-V with the def2-TZVPD basis set.

Energy above the lowest of the compared OMol25 structures with the same formula, charge and spin: 430.95 kJ/mol

Structure (ORCA input):
```
! wB97M-V def2-TZVPD RIJCOSX def2/J DEFGRID3
* xyz 0 1
C -19.746 5.061 22.012
C -19.965 3.852 22.939
C -18.820 3.923 24.004
C -18.971 5.051 25.004
C -20.278 4.885 25.687
C -21.587 4.718 24.773
N -21.276 3.851 23.596
O -22.369 3.880 22.696
C -22.687 4.181 25.676
C -22.018 6.180 24.388
C -19.734 2.610 22.046
H -18.755 5.132 21.563
H -19.918 5.990 22.555
H -20.480 4.980 21.210
H -18.835 3.063 24.674
H -17.834 4.075 23.566
H -18.867 5.963 24.416
H -18.115 5.156 25.671
H -20.341 5.836 26.216
H -20.110 4.028 26.339
H -22.636 4.639 26.663
H -23.705 4.240 25.291
H -22.484 3.114 25.771
H -21.389 6.595 23.601
H -23.041 6.276 24.022
H -22.000 6.909 25.198
H -20.450 2.620 21.224
H -19.899 1.770 22.721
H -18.695 2.613 21.718
H -22.386 4.828 22.545
C -17.129 8.257 22.119
C -18.046 9.250 22.909
C -17.265 10.616 23.019
C -18.053 11.856 23.413
C -19.267 12.015 22.486
C -20.151 10.678 22.294
N -19.226 9.513 22.047
O -19.903 8.302 21.721
C -21.172 10.578 23.435
C -21.044 10.875 21.031
C -18.315 8.673 24.310
H -17.551 7.299 22.420
H -16.099 8.296 22.475
H -17.117 8.364 21.034
H -16.297 10.509 23.508
H -16.859 10.867 22.040
H -17.402 12.730 23.369
H -18.299 11.794 24.473
H -18.935 12.400 21.523
H -19.934 12.759 22.922
H -21.891 11.383 23.589
H -21.745 9.663 23.289
H -20.598 10.523 24.360
H -21.508 9.964 20.654
H -21.799 11.636 21.228
H -20.399 11.166 20.203
H -19.310 8.249 24.181
H -18.455 9.444 25.067
H -17.688 7.868 24.693
H -19.768 8.203 20.775
C -13.445 2.131 17.603
C -13.869 2.773 16.225
C -12.896 2.344 15.138
C -13.038 0.850 14.733
C -14.516 0.476 14.383
C -15.573 1.135 15.331
N -15.212 2.469 15.804
O -16.151 3.023 16.703
C -16.857 1.272 14.576
C -15.803 0.149 16.534
C -13.598 4.296 16.289
H -12.971 1.157 17.484
H -14.125 1.930 18.431
H -12.700 2.710 18.149
H -13.114 2.892 14.222
H -11.859 2.635 15.300
H -12.691 0.227 15.557
H -12.387 0.718 13.869
H -14.567 -0.609 14.484
H -14.852 0.516 13.347
H -16.853 1.968 13.737
H -17.254 0.360 14.130
H -17.612 1.736 15.211
H -16.262 -0.744 16.110
H -14.970 -0.156 17.167
H -16.509 0.564 17.254
H -12.536 4.444 16.484
H -14.157 4.879 17.020
H -13.884 4.747 15.339
H -16.283 3.893 16.318
C -28.125 7.757 11.767
C -26.944 6.747 11.664
C -25.846 7.357 10.624
C -24.466 6.809 10.810
C -24.015 6.970 12.264
C -24.925 6.354 13.302
N -26.348 6.680 13.005
O -27.218 6.373 14.067
C -24.768 4.837 13.226
C -24.347 6.859 14.582
C -27.446 5.448 11.082
H -28.791 7.430 12.566
H -28.775 7.832 10.894
H -27.796 8.785 11.917
H -26.184 7.125 9.614
H -25.798 8.444 10.694
H -23.794 7.365 10.156
H -24.390 5.746 10.582
H -24.052 8.045 12.442
H -22.990 6.612 12.360
H -25.415 4.296 13.917
H -24.910 4.453 12.216
H -23.784 4.517 13.569
H -24.576 7.921 14.665
H -24.953 6.421 15.375
H -23.310 6.632 14.830
H -27.950 4.789 11.789
H -26.589 4.897 10.695
H -28.155 5.552 10.261
H -27.066 7.051 14.729
C -19.069 12.881 15.454
C -18.070 13.129 14.271
C -18.801 13.757 12.994
C -19.025 15.273 13.088
C -17.691 15.939 13.393
C -17.051 15.504 14.721
N -16.920 14.029 14.727
O -16.160 13.441 15.745
C -15.669 16.171 14.694
C -17.800 16.030 15.914
C -17.571 11.712 13.773
H -19.974 12.354 15.155
H -19.486 13.789 15.889
H -18.515 12.383 16.249
H -18.288 13.448 12.083
H -19.764 13.267 12.852
H -19.725 15.575 13.867
H -19.435 15.710 12.177
H -17.758 17.027 13.391
H -17.008 15.823 12.551
H -15.046 15.776 13.892
H -15.816 17.243 14.563
H -15.168 16.047 15.654
H -18.842 15.722 16.001
H -17.323 15.606 16.798
H -17.797 17.100 16.124
H -16.979 11.197 14.528
H -17.005 11.816 12.847
H -18.293 10.927 13.545
H -15.407 13.130 15.238
C -13.423 13.155 21.481
C -14.294 14.077 20.551
C -15.712 13.950 21.006
C -16.685 15.067 20.654
C -16.073 16.446 20.931
C -14.561 16.671 20.371
N -13.716 15.469 20.558
O -12.414 15.628 20.179
C -14.716 16.891 18.789
C -14.013 17.955 21.010
C -14.145 13.500 19.131
H -13.602 12.081 21.426
H -13.380 13.518 22.508
H -12.371 13.131 21.194
H -16.071 13.040 20.526
H -15.902 13.832 22.073
H -17.607 14.952 21.224
H -17.029 15.009 19.621
H -16.005 16.724 21.982
H -16.795 17.117 20.466
H -15.556 17.563 18.614
H -13.825 17.483 18.580
H -14.763 15.979 18.194
H -12.962 18.106 20.764
H -14.600 18.863 20.876
H -14.043 17.796 22.088
H -14.868 13.967 18.463
H -14.456 12.457 19.075
H -13.152 13.531 18.682
H -12.429 15.430 19.240
C -23.777 6.409 20.337
C -23.923 6.528 18.820
C -22.904 5.609 18.097
C -23.333 4.137 18.076
C -24.683 4.026 17.340
C -25.772 4.906 18.096
N -25.250 6.258 18.305
O -26.237 7.049 18.873
C -27.029 4.813 17.087
C -26.166 4.231 19.400
C -23.483 7.955 18.293
H -24.557 6.809 20.984
H -22.873 6.974 20.566
H -23.484 5.416 20.677
H -22.694 5.918 17.073
H -21.948 5.613 18.621
H -23.469 3.698 19.064
H -22.598 3.437 17.680
H -24.958 2.973 17.400
H -24.675 4.143 16.256
H -27.656 5.691 17.241
H -26.742 4.665 16.046
H -27.695 4.004 17.387
H -26.576 3.223 19.350
H -25.340 4.170 20.109
H -26.979 4.805 19.845
H -23.580 7.968 17.207
H -22.564 8.460 18.587
H -24.231 8.708 18.542
H -26.478 6.654 19.714
C -26.132 15.212 13.487
C -25.041 14.270 13.046
C -23.698 14.926 13.409
C -22.433 14.033 13.387
C -22.787 12.667 14.084
C -24.212 11.959 13.763
N -25.295 12.951 13.757
O -26.513 12.407 13.512
C -24.043 11.369 12.329
C -24.310 10.810 14.883
C -25.087 14.173 11.480
H -26.246 15.193 14.571
H -27.127 15.076 13.063
H -25.781 16.240 13.396
H -23.584 15.823 12.799
H -23.731 15.276 14.441
H -21.675 14.658 13.858
H -21.983 14.030 12.394
H -22.716 12.819 15.161
H -21.909 12.066 13.850
H -23.285 11.850 11.711
H -23.702 10.335 12.384
H -24.935 11.271 11.709
H -25.258 10.312 14.679
H -23.586 10.005 14.760
H -24.444 11.295 15.850
H -25.696 13.354 11.097
H -24.043 13.990 11.227
H -25.337 15.120 11.003
H -27.062 12.780 14.205
C -11.355 3.672 24.926
C -12.238 3.197 23.744
C -13.145 2.089 24.413
C -14.399 1.823 23.665
C -15.023 3.177 23.487
C -14.229 4.180 22.662
N -12.954 4.401 23.306
O -12.226 5.345 22.804
C -14.131 3.621 21.250
C -15.032 5.495 22.648
C -11.332 2.598 22.674
H -10.683 4.399 24.472
H -10.720 2.995 25.499
H -11.950 4.300 25.590
H -12.680 1.126 24.624
H -13.456 2.366 25.420
H -15.049 1.209 24.288
H -14.161 1.210 22.796
H -15.401 3.556 24.436
H -15.968 3.013 22.969
H -13.861 2.565 21.251
H -14.985 3.623 20.573
H -13.411 4.150 20.627
H -15.958 5.382 22.083
H -15.218 5.842 23.665
H -14.631 6.376 22.147
H -11.841 2.322 21.751
H -10.716 1.790 23.069
H -10.640 3.312 22.228
H -12.465 5.988 23.476
C -13.070 9.063 15.472
C -13.889 9.051 16.800
C -14.673 7.714 16.841
C -15.182 7.225 18.239
C -13.881 7.016 19.071
C -13.029 8.328 19.252
N -12.902 9.001 17.925
O -12.178 10.216 17.940
C -13.797 9.238 20.268
C -11.610 7.873 19.713
C -14.851 10.243 16.734
H -13.741 9.060 14.614
H -12.438 8.177 15.407
H -12.545 9.998 15.278
H -15.469 7.868 16.112
H -14.014 6.952 16.425
H -15.826 6.345 18.269
H -15.822 8.002 18.658
H -13.343 6.108 18.798
H -14.347 6.796 20.031
H -14.024 8.560 21.092
H -13.206 10.063 20.664
H -14.763 9.590 19.907
H -11.684 7.088 20.466
H -11.062 7.422 18.886
H -11.113 8.783 20.050
H -15.325 10.473 17.688
H -15.628 10.072 15.988
H -14.271 11.154 16.588
H -11.359 9.847 17.601
C -20.223 8.553 13.198
C -18.889 8.000 12.778
O -18.067 7.582 13.857
H -20.835 7.758 13.624
H -20.883 9.005 12.458
H -20.090 9.253 14.024
H -18.317 8.731 12.206
H -19.057 7.191 12.067
H -17.233 7.248 13.519
C -18.229 8.969 17.107
C -19.571 8.615 17.941
O -19.368 7.817 19.103
H -17.609 9.678 17.655
H -18.505 9.259 16.094
H -17.631 8.068 16.971
H -20.401 8.184 17.380
H -19.919 9.580 18.312
H -19.054 6.991 18.728
C -19.448 2.873 18.031
C -18.702 3.815 18.891
O -18.885 5.053 18.277
H -20.531 2.989 18.002
H -19.236 1.833 18.278
H -19.159 3.088 17.002
H -17.656 3.574 19.078
H -19.201 3.908 19.856
H -18.785 4.950 17.328
C -20.389 4.789 15.036
C -18.922 4.671 14.636
O -18.079 5.350 15.523
H -21.018 4.364 14.254
H -20.688 5.821 15.219
H -20.615 4.250 15.957
H -18.813 4.841 13.565
H -18.648 3.620 14.728
H -18.310 6.263 15.338
C -15.105 5.521 12.657
C -14.328 6.778 13.088
O -13.264 7.106 12.177
H -15.800 5.121 13.396
H -14.429 4.677 12.525
H -15.484 5.772 11.666
H -13.851 6.530 14.036
H -14.997 7.622 13.254
H -12.570 6.446 12.252
*
```

Atomic partial charges in e from the Löwdin method, atoms 1 to 6: atom 1 (C): -0.04, atom 2 (C): -0.48, atom 3 (C): -0.13, atom 4 (C): -0.22, atom 5 (C): -0.12, atom 6 (C): -0.44



Entry 2:
C24H30N4O3 in the gas phase, computed with ωB97M-V with the def2-TZVPD basis set.

SMILES: CCN(CC)CCNC(=O)c1cc(Nc2ccc(OC)c(OC)c2)nc2ccccc12
Energy above the lowest of the compared OMol25 structures with the same formula, charge and spin: 293.25 kJ/mol

Structure (ORCA input):
```
! wB97M-V def2-TZVPD RIJCOSX def2/J DEFGRID3
* xyz 0 1
C 2.814 3.277 2.325
C 3.008 1.881 1.721
N 3.922 1.801 0.598
C 5.288 2.172 0.920
C 6.291 1.522 -0.028
C 3.414 2.385 -0.635
C 3.325 1.315 -1.735
N 2.586 0.173 -1.256
C 1.361 -0.159 -1.720
O 0.833 0.388 -2.669
C 0.690 -1.253 -0.947
C -0.608 -1.052 -0.569
C -1.264 -2.037 0.215
N -2.550 -1.892 0.645
C -3.566 -1.087 0.132
C -3.615 -0.684 -1.193
C -4.662 0.110 -1.640
C -5.681 0.499 -0.790
O -6.749 1.273 -1.137
C -6.840 1.719 -2.466
C -5.653 0.065 0.555
O -6.701 0.469 1.324
C -6.738 0.068 2.670
C -4.602 -0.716 0.996
N -0.645 -3.112 0.658
C 0.622 -3.347 0.270
C 1.243 -4.533 0.712
C 2.507 -4.850 0.298
C 3.200 -4.005 -0.579
C 2.632 -2.835 -1.010
C 1.345 -2.463 -0.580
H 2.468 3.979 1.569
H 2.074 3.234 3.119
H 3.746 3.650 2.742
H 2.040 1.496 1.387
H 3.382 1.205 2.497
H 5.436 3.265 0.903
H 5.490 1.820 1.935
H 7.302 1.704 0.328
H 6.122 0.449 -0.070
H 6.205 1.931 -1.031
H 4.049 3.208 -0.982
H 2.409 2.784 -0.474
H 4.325 0.989 -2.032
H 2.797 1.705 -2.608
H 2.918 -0.214 -0.385
H -1.108 -0.130 -0.819
H -2.813 -2.557 1.359
H -2.859 -1.000 -1.892
H -4.669 0.411 -2.675
H -7.752 2.311 -2.514
H -6.916 0.882 -3.168
H -5.986 2.347 -2.742
H -7.649 0.500 3.080
H -6.781 -1.023 2.765
H -5.876 0.447 3.229
H -4.561 -1.056 2.019
H 0.680 -5.182 1.364
H 2.975 -5.765 0.632
H 4.187 -4.284 -0.918
H 3.160 -2.199 -1.705
*
```

Atomic partial charges in e from the Löwdin method, atoms 1 to 6: atom 1 (C): -0.08, atom 2 (C): -0.26, atom 3 (N): -0.21, atom 4 (C): -0.26, atom 5 (C): -0.09, atom 6 (C): -0.17



Entry 3:
A molecular structure, C4H8O, computed with ωB97M-V with the def2-TZVPD basis set.

Energy above the lowest of the compared OMol25 structures with the same formula, charge and spin: 397.90 kJ/mol

Structure (ORCA input):
```
! wB97M-V def2-TZVPD RIJCOSX def2/J DEFGRID3
* xyz 0 1
C -1.126 0.708 0.123
C -0.732 -0.965 0.148
C 0.388 -0.399 -0.561
C 1.558 0.176 0.097
O 2.253 -0.806 -0.516
H -2.170 0.606 0.324
H -0.599 1.221 0.943
H -1.033 1.368 -0.770
H -1.396 -1.702 -0.358
H -0.649 -1.197 1.215
H 0.191 -0.279 -1.616
H 1.751 1.227 -0.171
H 1.447 0.090 1.199
*
```

Atomic partial charges in e from the Löwdin method, atoms 1 to 6: atom 1 (C): -0.05, atom 2 (C): -0.08, atom 3 (C): -0.19, atom 4 (C): -0.42, atom 5 (O): -0.13, atom 6 (H): 0.06



Entry 4:
6 unconnected molecules or ions with the total composition C19H26FNO16, computed with ωB97M-V with the def2-TZVPD basis set.

SMILES: O=C1NCC[C@@H]1F.O=C1OCCO1.O=C1OCCO1.O=C1OCCO1.O=C1OCCO1.O=C1OCCO1
E: -57089.67707 eV

Structure (ORCA input):
```
! wB97M-V def2-TZVPD RIJCOSX def2/J DEFGRID3
* xyz 0 1
O -1.189 -3.026 -1.163
C -0.618 -1.906 -0.701
N -0.207 -0.617 -1.378
C -0.609 0.635 -0.621
C -0.813 0.003 0.912
C -0.202 -1.553 0.880
F 1.261 -1.273 0.808
H -0.214 -0.582 -2.421
H 0.262 1.428 -0.621
H -1.626 1.080 -1.015
H -0.193 0.675 1.661
H -1.930 0.061 1.259
H -0.605 -2.271 1.712
O 0.850 3.014 0.951
C 0.227 3.986 0.557
O 0.505 5.275 0.911
C -0.282 6.108 0.081
C -1.413 5.219 -0.324
O -0.838 3.927 -0.294
H -0.622 6.991 0.628
H 0.324 6.429 -0.773
H -2.246 5.253 0.386
H -1.789 5.453 -1.324
O -0.013 3.921 6.141
C 0.937 3.464 5.527
O 0.839 2.529 4.538
C 2.116 2.435 3.934
C 3.039 2.919 5.005
O 2.237 3.822 5.742
H 2.328 1.404 3.636
H 2.134 3.074 3.045
H 3.367 2.114 5.670
H 3.919 3.425 4.598
O 5.478 0.143 3.491
C 5.251 -0.880 2.866
O 5.773 -2.104 3.172
C 5.099 -3.051 2.365
C 4.618 -2.236 1.208
O 4.443 -0.949 1.768
H 5.779 -3.850 2.056
H 4.277 -3.486 2.941
H 5.358 -2.174 0.403
H 3.676 -2.612 0.798
O -7.494 -1.633 -0.297
C -6.544 -2.090 -0.911
O -6.641 -3.025 -1.900
C -5.365 -3.119 -2.504
C -4.442 -2.635 -1.434
O -5.244 -1.732 -0.696
H -5.152 -4.150 -2.802
H -5.346 -2.480 -3.393
H -4.113 -3.440 -0.768
H -3.562 -2.129 -1.840
O -2.582 -1.568 -3.889
C -1.632 -2.025 -4.503
O -1.729 -2.960 -5.492
C -0.453 -3.055 -6.096
C 0.470 -2.570 -5.026
O -0.332 -1.667 -4.289
H -0.240 -4.085 -6.395
H -0.434 -2.416 -6.985
H 0.799 -3.376 -4.361
H 1.350 -2.064 -5.433
*
```

Atomic partial charges in e from the Löwdin method, atoms 1 to 6: atom 1 (O): -0.06, atom 2 (C): -0.21, atom 3 (N): 0.01, atom 4 (C): -0.15, atom 5 (C): -0.09, atom 6 (C): -0.11



| no. | strongest force on any atom (eV Å⁻¹) |
| --- | --- |
| 1 | 7.5 |
| 2 | 0.7 |
| 3 | 2.4 |
| 4 | 7.9 |